Here is the molecule C5H10O at a distorted geometry from the Open Molecules 2025 dataset. Energies are from ωB97M-V/def2-TZVPD.

## Properties
ΔE to the lowest compared entry with this formula, charge and spin = 3.3425 eV
Kohn-Sham gap = 10.78 eV
Structure (SMILES) = CC(C)[C@H]1CO1
HOMO level = -9.773 eV

Each line ends with the Löwdin charge.
Cartesian coordinates (Å):
C (0.851, 1.100, -0.235)  -0.086
C (-1.190, 0.133, -1.114)  -0.011
C (-1.232, 0.147, 0.317)  -0.469
O (-2.028, -0.894, -0.088)  -0.014
C (0.204, 0.038, 0.746)  -0.351
C (0.778, -1.376, 0.648)  -0.058
H (0.483, 2.107, 0.003)  0.089
H (0.848, 1.058, -1.349)  0.087
H (1.890, 0.984, -0.013)  0.063
H (-1.487, 1.018, -1.701)  0.122
H (-0.472, -0.496, -1.625)  0.095
H (-1.788, 0.980, 0.758)  0.155
H (0.379, 0.428, 1.760)  0.134
H (0.649, -1.808, -0.351)  0.079
H (0.266, -2.048, 1.348)  0.086
H (1.847, -1.373, 0.895)  0.079


Here is a cluster of 2 separate species, CH4NOPS in total from the Open Molecules 2025 dataset. Energies are from ωB97M-V/def2-TZVPD.

## Properties
ΔE to the lowest compared entry with this formula, charge and spin = 1.6729 eV
Kohn-Sham gap (spin up / spin down) = 7.56 / 6.84 eV
Structure (SMILES) = [H]/P=[NH+]\[S-].C=O
HOMO level (spin up / spin down) = -8.517 / -8.039 eV

Each line ends with the Löwdin charge.
Cartesian coordinates (Å):
C (2.089, -0.159, -0.056)  -0.187
N (-1.516, 0.228, 0.508)  -0.987
O (1.369, -0.875, 0.574)  -0.047
P (-2.397, -0.932, -0.232)  0.763
S (-0.810, 1.619, -0.044)  0.444
H (2.963, 0.345, 0.380)  0.080
H (1.927, 0.060, -1.125)  0.074
H (-1.354, 0.074, 1.504)  0.012
H (-2.271, -0.359, -1.509)  -0.152


Here is the ion C5H9N2O with charge +1 at a distorted geometry from the Open Molecules 2025 dataset. Energies are from ωB97M-V/def2-TZVPD.

## Properties
ΔE to the lowest compared entry with this formula, charge and spin = 4.9798 eV
Kohn-Sham gap = 10.14 eV
Charge = +1
Structure (SMILES) = CC1(C)C=NC=[NH+]O1
HOMO level = -15.275 eV

Each line ends with the Löwdin charge.
Cartesian coordinates (Å):
C (-1.143, -0.547, -0.429)  0.016
C (-0.241, 0.699, -2.080)  -0.054
C (0.033, -0.227, 0.458)  -0.566
C (-0.408, -0.249, 1.925)  -0.002
C (1.321, -0.915, 0.117)  0.015
N (-1.047, -0.228, -1.631)  0.167
N (0.014, 1.611, -1.153)  0.150
O (-0.033, 1.152, 0.156)  0.011
H (-2.152, -0.737, -0.017)  0.173
H (-0.071, 0.815, -3.222)  0.204
H (0.526, -0.104, 2.623)  0.131
H (-0.989, -1.282, 2.203)  0.164
H (-1.064, 0.553, 2.165)  0.072
H (1.978, -1.024, 1.141)  0.157
H (1.892, -0.173, -0.614)  0.136
H (1.155, -1.862, -0.344)  0.080
H (0.231, 2.519, -1.299)  0.146


Here is a cluster of 13 separate species, C30H86O13 in total at a distorted geometry from the Open Molecules 2025 dataset. Energies are from ωB97M-V/def2-TZVPD.

## Properties
ΔE to the lowest compared entry with this formula, charge and spin = 0.7758 eV
Kohn-Sham gap = 10.06 eV
HOMO level = -9.656 eV

Each line ends with the Löwdin charge.
Cartesian coordinates (Å):
C (-3.581, 3.212, 4.140)  -0.064
C (-2.665, 2.017, 4.478)  -0.335
O (-1.431, 2.495, 4.867)  -0.095
H (-4.565, 2.832, 3.837)  0.080
H (-3.171, 3.798, 3.333)  0.058
H (-3.633, 3.861, 5.018)  0.074
H (-2.546, 1.372, 3.598)  0.109
H (-3.107, 1.409, 5.265)  0.113
H (-1.411, 2.602, 5.828)  0.114
C (-2.647, 3.582, -3.321)  -0.057
C (-1.461, 4.074, -4.175)  -0.290
O (-0.249, 4.033, -3.468)  -0.100
H (-2.584, 2.523, -3.067)  0.054
H (-3.582, 3.780, -3.845)  0.076
H (-2.650, 4.125, -2.364)  0.067
H (-1.620, 5.080, -4.562)  0.111
H (-1.336, 3.448, -5.050)  0.104
H (-0.413, 4.424, -2.600)  0.056
C (1.716, 0.027, -5.460)  -0.067
C (0.942, 1.311, -5.132)  -0.345
O (1.564, 1.932, -4.060)  -0.111
H (1.288, -0.371, -6.380)  0.073
H (1.686, -0.760, -4.717)  0.052
H (2.775, 0.221, -5.595)  0.072
H (-0.099, 1.045, -4.938)  0.102
H (0.884, 1.985, -5.983)  0.107
H (1.037, 2.693, -3.721)  0.056
C (4.794, -1.705, 0.073)  -0.077
C (5.811, -2.829, 0.125)  -0.302
O (5.887, -3.435, -1.179)  -0.087
H (4.970, -0.958, -0.702)  0.066
H (4.807, -1.234, 1.072)  0.083
H (3.793, -2.111, -0.102)  0.040
H (5.529, -3.614, 0.848)  0.108
H (6.774, -2.421, 0.407)  0.101
H (6.427, -4.220, -1.236)  0.071
C (-3.802, -2.867, 2.058)  -0.069
C (-2.732, -1.763, 2.048)  -0.259
O (-2.608, -1.251, 0.688)  -0.122
H (-4.806, -2.521, 1.810)  0.068
H (-3.833, -3.333, 3.072)  0.087
H (-3.537, -3.669, 1.381)  0.065
H (-1.763, -2.143, 2.384)  0.089
H (-3.049, -0.962, 2.708)  0.093
H (-1.938, -0.535, 0.712)  0.046
C (2.326, -4.352, 1.401)  -0.084
C (0.955, -4.868, 1.135)  -0.300
O (0.022, -4.368, 2.083)  -0.088
H (2.355, -3.248, 1.348)  0.069
H (3.070, -4.796, 0.740)  0.079
H (2.661, -4.627, 2.402)  0.082
H (0.974, -5.954, 1.207)  0.116
H (0.657, -4.557, 0.116)  0.090
H (-0.905, -4.465, 1.836)  0.095
C (-1.025, 4.439, 0.358)  -0.063
C (-0.238, 5.708, -0.046)  -0.301
O (-0.793, 6.279, -1.228)  -0.101
H (-2.057, 4.695, 0.560)  0.072
H (-0.573, 3.901, 1.190)  0.067
H (-1.107, 3.738, -0.481)  0.051
H (0.849, 5.489, -0.192)  0.110
H (-0.304, 6.446, 0.769)  0.108
H (-0.408, 7.145, -1.483)  0.109
C (2.836, 3.158, -1.319)  -0.078
C (3.611, 1.955, -1.830)  -0.328
O (4.908, 1.956, -1.269)  -0.082
H (1.834, 3.183, -1.752)  0.051
H (3.337, 4.075, -1.626)  0.082
H (2.772, 3.151, -0.225)  0.064
H (3.678, 1.938, -2.918)  0.100
H (3.087, 1.016, -1.566)  0.100
H (5.408, 1.247, -1.688)  0.075
C (-1.095, -1.118, 5.441)  -0.083
C (-0.017, -1.919, 4.730)  -0.339
O (-0.277, -3.301, 4.690)  -0.075
H (-2.108, -1.263, 5.042)  0.066
H (-0.814, -0.061, 5.361)  0.054
H (-1.204, -1.409, 6.493)  0.078
H (0.915, -1.690, 5.263)  0.111
H (0.053, -1.505, 3.732)  0.088
H (0.064, -3.659, 3.855)  0.039
C (2.924, 1.057, 2.618)  -0.042
C (2.002, 1.686, 3.669)  -0.467
C (2.065, 3.185, 3.795)  -0.041
O (0.693, 1.272, 3.261)  -0.082
H (2.691, 1.447, 1.629)  0.070
H (2.855, -0.028, 2.650)  0.067
H (3.979, 1.278, 2.861)  0.093
H (2.167, 1.196, 4.632)  0.136
H (2.966, 3.644, 4.191)  0.082
H (1.174, 3.534, 4.375)  0.086
H (1.905, 3.634, 2.800)  0.082
H (0.134, 1.808, 3.824)  0.035
C (0.957, -0.740, 0.180)  -0.038
C (0.276, 0.538, -0.251)  -0.452
C (-0.382, 0.469, -1.634)  -0.017
O (-0.730, 0.889, 0.706)  -0.060
H (0.255, -1.567, 0.160)  0.079
H (1.280, -0.600, 1.212)  0.055
H (1.897, -0.928, -0.339)  0.060
H (0.998, 1.351, -0.324)  0.109
H (0.376, 0.326, -2.408)  0.072
H (-0.944, 1.407, -1.777)  0.072
H (-1.052, -0.410, -1.736)  0.079
H (-0.302, 1.014, 1.545)  0.042
C (-5.789, -1.517, -1.167)  -0.060
C (-4.669, -1.668, -2.181)  -0.490
C (-4.064, -0.337, -2.635)  -0.064
O (-3.688, -2.570, -1.674)  -0.076
H (-5.425, -1.025, -0.264)  0.072
H (-6.190, -2.484, -0.913)  0.072
H (-6.623, -0.938, -1.579)  0.079
H (-5.040, -2.208, -3.075)  0.138
H (-3.505, 0.091, -1.797)  0.062
H (-4.817, 0.346, -3.066)  0.083
H (-3.248, -0.482, -3.372)  0.080
H (-3.279, -2.174, -0.893)  0.032
C (-0.789, -4.213, -2.308)  -0.059
C (0.407, -3.802, -3.146)  -0.485
C (1.695, -3.577, -2.400)  -0.052
O (0.682, -4.841, -4.109)  -0.070
H (-1.060, -3.492, -1.524)  0.070
H (-0.568, -5.184, -1.889)  0.075
H (-1.685, -4.348, -2.950)  0.088
H (0.170, -2.897, -3.721)  0.127
H (1.613, -2.749, -1.712)  0.050
H (2.511, -3.270, -3.066)  0.090
H (1.980, -4.477, -1.868)  0.078
H (-0.113, -5.187, -4.554)  0.093


Here is a structure of composition C12H30F2N7O10S2Tl at a distorted geometry from the Open Molecules 2025 dataset. Energies are from ωB97M-V/def2-TZVPD.

## Properties
ΔE to the lowest compared entry with this formula, charge and spin = 19.1553 eV
Kohn-Sham gap = 7.78 eV
Charge = +2
HOMO level = -13.909 eV

Each line ends with the Löwdin charge.
Cartesian coordinates (Å):
Tl (14.108, -16.723, 15.785)  0.877
N (13.463, -16.692, 13.937)  -0.308
S (12.948, -17.546, 12.790)  0.606
O (13.473, -17.254, 11.455)  -0.174
O (11.595, -18.128, 13.000)  -0.236
F (13.793, -18.850, 13.232)  -0.147
S (12.783, -15.335, 13.249)  0.827
O (11.406, -15.201, 12.901)  -0.221
O (13.781, -14.564, 12.493)  -0.045
F (12.834, -14.486, 14.657)  -0.216
O (15.037, -18.271, 14.912)  -0.150
C (15.482, -19.467, 14.915)  -0.423
N (15.036, -20.407, 15.701)  0.242
C (16.484, -19.893, 13.859)  0.055
H (14.301, -20.210, 16.365)  0.076
H (15.535, -21.284, 15.669)  0.152
H (16.988, -20.832, 14.085)  0.093
H (17.239, -19.156, 13.583)  0.080
H (16.064, -20.039, 12.863)  0.108
O (15.142, -14.975, 15.641)  -0.020
C (15.205, -13.849, 15.206)  -0.480
N (14.160, -13.061, 15.117)  0.209
C (16.607, -13.230, 14.875)  0.073
H (13.189, -13.282, 14.943)  0.056
H (14.370, -12.118, 14.824)  0.140
H (17.322, -13.861, 15.404)  0.096
H (16.528, -12.228, 15.297)  0.096
H (16.810, -13.260, 13.805)  0.092
O (12.135, -17.053, 15.865)  -0.050
C (10.984, -16.618, 15.877)  -0.372
N (10.210, -16.509, 16.985)  0.221
C (10.471, -15.820, 14.606)  -0.020
H (10.428, -16.932, 17.876)  0.119
H (9.220, -16.317, 16.922)  0.131
H (9.425, -15.515, 14.571)  0.119
H (10.707, -16.486, 13.776)  0.052
H (10.943, -14.846, 14.733)  0.087
O (14.696, -17.713, 17.291)  -0.037
C (15.167, -18.429, 18.195)  -0.404
N (16.305, -19.085, 17.893)  0.244
C (14.561, -18.648, 19.615)  0.050
H (16.855, -18.841, 17.082)  0.140
H (16.772, -19.655, 18.584)  0.145
H (15.017, -17.936, 20.303)  0.118
H (14.657, -19.686, 19.934)  0.115
H (13.481, -18.500, 19.642)  0.082
O (13.415, -18.666, 15.730)  -0.161
C (12.816, -19.469, 16.471)  -0.535
N (12.808, -19.351, 17.786)  0.196
C (11.947, -20.538, 15.865)  0.066
H (13.255, -18.553, 18.214)  0.046
H (12.156, -19.876, 18.351)  0.157
H (10.968, -20.213, 16.216)  0.107
H (12.226, -21.552, 16.153)  0.106
H (11.825, -20.564, 14.782)  0.107
O (15.276, -16.281, 14.198)  -0.211
C (16.085, -16.031, 13.286)  -0.433
N (15.549, -15.369, 12.252)  0.199
C (17.583, -16.335, 13.218)  0.037
H (15.896, -15.387, 11.304)  0.146
H (14.570, -15.150, 12.367)  -0.291
H (17.880, -16.556, 14.244)  0.088
H (18.007, -15.383, 12.901)  0.086
H (17.917, -17.029, 12.446)  0.094